This record from OMol25 describes 2 unconnected molecules or ions with the total composition C6H11BNO2P. The level of theory is ωB97M-V/def2-TZVPD.

Results
HOMO: -7.5196 eV
DFT total energy: -806.5571 hartree
Energy relative to the best compared isomer or geometry (same formula, charge and spin): 100.3 kcal/mol
Orbital gap: 0.2903 Ha

```
! wB97M-V def2-TZVPD RIJCOSX def2/J DEFGRID3
* xyz 0 1
B 1.0268 -0.3855 0.0825
C -3.5646 -1.2658 -0.0504
C -2.2678 -1.7792 0.0634
C -3.4701 0.1299 -0.0929
C -1.3903 -0.7178 0.0540
C 2.3360 1.7142 -0.3119
C 3.2034 -1.5278 -0.0985
N -2.1172 0.4309 -0.0759
O 1.2005 0.9342 0.0213
O 1.8175 -1.4756 0.0847
P -1.2569 1.9428 -0.0202
H -4.5520 -1.7016 -0.1035
H -1.8585 -2.8074 0.1537
H -4.3410 0.7240 -0.0512
H 2.4919 2.4548 0.6053
H 2.0953 2.2678 -1.2213
H 3.2486 1.1472 -0.4754
H 3.6492 -2.4595 0.5160
H 3.8864 -0.6800 0.2494
H 3.5342 -1.6872 -1.1476
H -1.1523 1.9913 1.5091
H -2.5191 2.7503 0.3093
*
```


This record from OMol25 describes a gas-phase ion, C6H11BrNO (charge +1). The level of theory is ωB97M-V/def2-TZVPD.

Results
Structure (SMILES): O=CC[C@@]1(Br)CCC[NH2+]1
HOMO: -13.8151 eV
DFT total energy: -2938.8222 hartree
Energy relative to the best compared isomer or geometry (same formula, charge and spin): 19.5 kcal/mol
Orbital gap: 0.3641 Ha

```
! wB97M-V def2-TZVPD RIJCOSX def2/J DEFGRID3
* xyz 1 1
O -1.1707 -2.4703 2.3199
C -1.5924 -1.2713 1.8582
C -0.4638 -0.0809 1.7267
C -0.4355 0.6828 0.2763
Br -1.1526 2.5429 0.5619
C 1.1978 0.9673 0.0872
C 1.6215 -0.2099 -0.9800
C 0.3278 -0.0138 -2.0219
N -0.8167 -0.0575 -0.9870
H -2.7037 -1.0644 1.5290
H -0.6672 0.6626 2.6335
H 0.6047 -0.5576 1.9609
H 1.3478 1.9510 -0.5535
H 1.8441 1.1542 1.0447
H 1.4796 -1.2442 -0.4146
H 2.6893 -0.1447 -1.4911
H 0.0676 -0.9023 -2.7383
H 0.4753 1.0310 -2.5801
H -0.8743 -1.1080 -0.8350
H -1.7788 0.1330 -1.3967
*
```


This record from OMol25 describes a molecular structure, C6H11BrNO3S. The level of theory is ωB97M-V/def2-TZVPD.

Results
HOMO: -3.8575 eV
DFT total energy: -3487.8666 hartree
Energy relative to the best compared isomer or geometry (same formula, charge and spin): 56.1 kcal/mol
Orbital gap: 0.2594 Ha

```
! wB97M-V def2-TZVPD RIJCOSX def2/J DEFGRID3
* xyz -1 1
C 2.4563 2.2065 -1.1691
C -2.5086 -0.6308 -1.1206
C -1.7183 0.0660 1.1040
C 0.0586 -0.2933 -0.7511
C -1.3032 -0.7150 -0.1550
C 1.3156 -0.7200 -0.1379
N 2.0148 2.5069 -0.1226
O 1.1355 1.0754 1.6965
O 2.8103 2.0271 -2.2487
O 2.8748 -0.7156 1.8282
S 1.2528 -0.4019 1.6734
Br 1.2996 -2.7716 -0.1573
H -3.2146 -1.2439 -0.7914
H -2.6705 0.4103 -1.0992
H -2.1262 -1.0304 -2.0051
H -2.6825 -0.1359 1.3647
H -1.4944 1.1183 0.9998
H -1.0242 -0.1820 2.0440
H 0.1073 -0.4789 -1.8335
H 0.0261 0.9239 -0.7679
H -1.2757 -1.7744 0.1318
H 3.2052 -1.0385 1.0303
H 1.4612 1.7979 0.4863
*
```


This record from OMol25 describes 6 unconnected molecules or ions with the total composition C6H11Cl13. The level of theory is ωB97M-V/def2-TZVPD.

Results
Structure (SMILES): ClC(Cl)Cl.ClCCl.ClCCl.ClCCl.ClCCl.ClCCl
HOMO: -11.0035 eV
DFT total energy: -6217.6514 hartree
Energy relative to the best compared isomer or geometry (same formula, charge and spin): 28.2 kcal/mol
Orbital gap: 0.4137 Ha

```
! wB97M-V def2-TZVPD RIJCOSX def2/J DEFGRID3
* xyz 0 1
Cl -0.6138 4.2890 -0.8299
C -0.4391 5.2945 -2.3012
Cl 0.0089 4.1574 -3.6026
Cl 0.6431 6.6211 -2.1088
H -1.4185 5.6510 -2.6204
Cl -6.0938 -2.5140 2.8148
C -5.7395 -3.9558 1.8950
Cl -5.4116 -5.3089 3.0125
H -6.5175 -4.1616 1.1599
H -4.7573 -3.8594 1.4324
Cl 6.7642 -0.4038 -0.2173
C 6.1510 0.8867 0.8569
Cl 4.9528 1.9453 0.1395
H 5.8998 0.5202 1.8522
H 6.9504 1.6203 0.9614
Cl 1.8197 -1.8273 -8.3476
C 2.3377 -0.5341 -7.3044
Cl 2.8378 -1.2063 -5.7707
H 3.2231 -0.0672 -7.7359
H 1.4764 0.1206 -7.1707
Cl -0.6187 -1.5743 0.8590
C 0.1206 -1.3492 -0.8268
Cl -1.2291 -1.0026 -1.9484
H 0.8917 -0.5795 -0.7972
H 0.5737 -2.2802 -1.1676
Cl -0.9680 0.1947 8.5135
C -2.4091 -0.2285 7.4761
Cl -3.7220 1.0036 7.6977
H -2.0512 -0.1743 6.4479
H -2.6616 -1.2775 7.6304
*
```


This record from OMol25 describes a molecular structure, C6H11ClN3. The level of theory is ωB97M-V/def2-TZVPD.

Results
HOMO: -13.1907 eV
DFT total energy: -859.2872 hartree
Energy relative to the best compared isomer or geometry (same formula, charge and spin): 86.1 kcal/mol
Orbital gap: 0.3212 Ha

```
! wB97M-V def2-TZVPD RIJCOSX def2/J DEFGRID3
* xyz 1 1
C 0.4076 -1.7952 -0.4975
C -1.0499 0.3415 -0.0079
C 1.3329 0.4327 -0.3927
C 1.9487 0.6043 1.0483
C -1.8284 -2.4424 0.0987
C -0.2647 2.5264 -0.4336
N 1.2862 -0.9083 -0.7795
N -0.7586 -1.5473 0.1691
N -0.0467 1.1237 -0.1679
Cl -2.6309 0.6952 -0.0221
H 0.5659 -2.7732 -0.8409
H 1.9972 1.0902 -0.9877
H 2.9560 0.1576 1.0901
H 1.1563 0.2816 1.8708
H 2.2604 1.5909 1.2588
H -1.6779 -3.4608 0.5296
H -2.6155 -1.9365 0.5151
H -2.1665 -2.6237 -1.0488
H -1.0322 2.7944 -1.1111
H 0.6116 2.8529 -0.7800
H -0.4515 2.9961 0.4894
*
```


This record from OMol25 describes a gas-phase ion, C6H11ClN4O2 (charge +2). The level of theory is ωB97M-V/def2-TZVPD.

Results
Structure (SMILES): C/[N+](=C/Cl)[C@@]1(C)NC(N)=C[N+](=O)O1
HOMO: -18.1314 eV
DFT total energy: -1064.1115 hartree
Energy relative to the best compared isomer or geometry (same formula, charge and spin): 94.2 kcal/mol
Orbital gap: 0.3500 Ha

```
! wB97M-V def2-TZVPD RIJCOSX def2/J DEFGRID3
* xyz 2 1
C -0.4172 -2.4537 0.6263
N -0.2064 -1.0308 0.9172
C 0.5322 -0.6405 1.8977
Cl 1.1327 0.8232 2.4311
C -0.7943 -0.1163 -0.1983
C -2.3000 -0.2484 -0.2120
N -0.3620 1.2919 -0.0452
C 0.8489 1.7012 -0.4612
N 1.3864 2.8605 -0.3087
C 1.6783 0.7189 -1.2910
N 1.1328 -0.2958 -1.8419
O 1.4502 -0.9971 -2.7088
O -0.4203 -0.4360 -1.4769
H -1.0187 -2.8059 1.4206
H -0.6411 -2.4331 -0.4231
H 0.4841 -2.9677 0.7389
H 0.5837 -1.4399 2.6092
H -2.6752 -0.6517 -1.0725
H -2.7642 0.7663 -0.1323
H -2.8026 -0.9292 0.5423
H -0.9974 1.9026 0.6150
H 2.3748 2.9724 -0.6908
H 1.0528 3.5931 0.3394
H 2.7424 0.8161 -1.2752
*
```


no.,LUMO (eV)
1,0.3810
2,-3.9069
3,3.2007
4,0.2546
5,-4.4502
6,-8.6061